A structure of composition C25H51BrF9NO2S at a distorted geometry. Source: the OMol25 dataset; level of theory: ωB97M-V with the def2-TZVPD basis set.

```
90
Properties=species:S:1:pos:R:3
Br -0.54 -8.86 4.31
S -3.31 -6.11 2.10
F -4.63 -6.97 2.15
F -4.20 -4.84 2.34
F -2.31 -3.84 3.98
F -0.66 -5.21 4.10
F -3.11 -6.38 3.64
F -1.88 -4.15 1.05
F -2.50 -7.45 1.81
F -3.51 -5.96 0.53
F -0.78 -5.86 1.60
O 1.25 -8.73 4.61
O 2.11 -8.47 2.57
N 1.95 -6.62 3.91
C -0.36 3.39 -0.91
C 4.59 5.47 -0.40
C 1.21 0.56 2.65
C 0.97 -3.55 2.27
C -3.54 2.61 -3.89
C 1.80 -7.96 3.57
C -0.79 1.08 1.17
C 0.08 1.53 2.34
C 5.13 6.79 -0.95
C -1.29 -4.36 3.28
C -3.76 1.48 -2.88
C -3.01 0.20 -3.24
C 3.06 5.37 -0.36
C 4.67 7.14 -2.37
C -3.43 -0.45 -4.56
C -4.91 -0.81 -4.66
C 5.12 6.13 -3.42
C 2.41 6.41 0.55
C 2.25 -5.76 2.74
C -0.07 0.96 -0.17
C -0.32 -3.19 3.04
C -1.76 -5.06 1.98
C 0.62 2.24 -0.66
C 2.03 -4.28 3.13
C -5.36 -1.83 -3.62
H 4.86 7.61 -0.28
H 5.08 8.12 -2.63
H -2.47 2.85 -3.98
H 2.65 5.45 -1.37
H 2.99 -3.77 2.98
H 1.44 -2.60 2.00
H -3.14 -0.52 -2.42
H 1.91 0.47 1.82
H 0.68 0.16 -0.12
H -3.92 2.35 -4.87
H 6.20 6.04 -3.43
H 4.98 4.64 -0.99
H -6.42 -2.08 -3.77
H -0.79 0.64 -0.93
H -0.03 -2.89 4.05
H 0.49 2.53 2.15
H -5.53 0.09 -4.58
H 1.70 -6.06 1.84
H -0.87 -2.33 2.64
H 1.14 2.02 -1.59
H -0.56 1.63 3.22
H -5.10 -1.21 -5.66
H -2.84 -1.36 -4.70
H 0.18 4.26 -1.29
H 3.31 -5.89 2.51
H 2.77 -6.56 4.52
H 2.60 7.42 0.20
H -1.23 0.10 1.41
H 4.79 6.44 -4.41
H -4.79 -2.76 -3.71
H 0.80 -4.05 1.31
H 3.58 7.25 -2.40
H -5.25 -1.46 -2.61
H -0.87 3.69 0.01
H -3.17 0.21 -5.39
H 4.98 5.33 0.61
H 1.33 6.27 0.57
H -1.63 1.77 1.07
H -4.06 3.51 -3.56
H 1.80 -4.17 4.19
H 2.78 6.32 1.57
H -3.41 1.82 -1.90
H 1.38 2.55 0.05
H -1.94 0.41 -3.28
H 0.82 -0.43 2.88
H 4.69 5.14 -3.23
H -1.11 3.11 -1.65
H -4.83 1.29 -2.77
H 6.23 6.74 -0.94
H 2.79 4.37 0.00
H 1.78 0.91 3.52
```

total energy = -5059.27955 a.u.
Kohn-Sham gap = 9.5 eV
energy above the lowest of the compared OMol25 structures with the same formula, charge and spin = 8.53 kcal/mol
2S+1 = 1
total charge = 0

Mulliken atomic charge list, values in e, 2 entries:
1 Br 0.093
2 S 1.416



A cluster of 13 separate species, CH26O13 in total at a distorted geometry. Source: the OMol25 dataset; level of theory: ωB97M-V with the def2-TZVPD basis set.

```
40
Properties=species:S:1:pos:R:3
O -1.49 -3.72 -0.09
O -3.25 -1.36 -1.90
O -1.09 -0.74 -0.45
O 0.38 0.45 2.79
O 0.62 3.18 2.95
O 3.92 0.33 -0.49
O 0.58 -2.49 1.46
O -0.11 1.63 -3.23
O 2.72 -0.73 1.58
O 0.03 -2.51 -2.19
O -0.60 4.35 0.47
O -3.48 0.74 2.48
O 1.68 2.24 -1.19
C -0.24 -1.92 -3.18
H -3.12 -0.53 -2.34
H -0.87 3.91 -0.34
H 0.40 1.87 -3.96
H -1.19 4.31 1.14
H -0.37 -1.16 0.10
H 3.05 -0.63 2.53
H 1.32 2.40 -0.25
H 2.05 -1.43 1.77
H -3.39 0.54 1.60
H 0.70 0.26 3.66
H -2.83 0.34 3.02
H -2.38 -4.09 0.14
H 0.28 -1.85 -4.15
H 2.59 1.82 -0.87
H -2.57 -1.64 -1.27
H -0.64 -0.33 -1.20
H -0.12 -3.22 1.63
H 1.13 -2.70 0.70
H -1.34 -3.32 -0.90
H 1.01 0.01 2.21
H 0.60 1.87 -2.56
H 0.89 2.22 2.79
H 3.36 0.03 0.23
H 4.18 -0.40 -1.08
H 0.60 3.68 2.16
H -1.24 -1.40 -3.25
```

total energy = -1031.72961 a.u.
Kohn-Sham gap = 10.2 eV
2S+1 = 1
total charge = 0

natural (NBO) atomic charge list, values in e, 2 entries:
1 O -0.999
2 O -0.985



The ion C9H20N3O2 with charge +1 at a distorted geometry. Source: the OMol25 dataset; level of theory: ωB97M-V with the def2-TZVPD basis set.

```
34
Properties=species:S:1:pos:R:3
O -2.11 0.63 0.66
O -1.37 1.40 -3.21
N 0.80 0.36 -0.93
N 0.39 -0.92 0.91
N -0.47 1.09 -0.79
C -0.34 2.43 -1.41
C -0.03 3.47 -3.71
C 0.92 -0.65 -0.19
C 1.78 -2.05 2.71
C 0.21 -3.22 1.00
C -0.23 2.14 -2.96
C -0.96 1.17 0.56
C 0.43 -1.99 1.90
C -0.72 -1.72 2.86
H -1.06 3.95 -3.68
H 0.25 3.15 -4.66
H 0.53 1.49 -3.22
H 1.78 -1.42 -0.52
H -1.79 1.91 -3.96
H 0.51 4.26 -3.20
H -1.70 -2.15 2.52
H -0.43 -2.18 3.88
H 0.43 -4.04 1.61
H -2.62 0.34 1.42
H -1.27 2.94 -0.98
H -1.01 -0.75 3.03
H 2.05 -3.03 3.18
H 2.61 -1.89 1.86
H -0.77 -3.41 0.71
H -0.66 1.76 1.37
H -1.08 0.53 -1.51
H 1.86 -1.25 3.33
H 0.84 -3.29 0.07
H 0.58 3.06 -1.10
```

total energy = -669.17778 a.u.
Kohn-Sham gap (spin up / spin down) = 7.2 / 6.9 eV
energy above the lowest of the compared OMol25 structures with the same formula, charge and spin = 130.31 kcal/mol
2S+1 = 1
total charge = +1

natural (NBO) atomic charge list, values in e, 2 entries:
1 O -0.625
2 O -0.739